1.
97
Properties=species:S:1:pos:R:3:forces:R:3 method="wB97M-V/def2-TZVPD" homo_energy_ha="-0.2953 / -0.2953" total_energy_ev=-143811.523 relative_energy_kj_mol=165.30 gap_ev="8.38 / 4.91" mol_weight_g_mol=1032.642 multiplicity=2
Bi -0.7572 0.2606 0.2041 1.73 -0.73 -0.81
C 2.6018 -1.7306 2.6604 -0.05 -0.10 -0.06
C 2.4297 -0.3264 2.2006 -0.02 0.31 0.12
C 3.3925 0.5911 1.7429 -0.14 0.22 0.03
C 2.7007 1.7630 1.5552 0.13 -0.17 -0.12
N 1.4115 1.5425 1.8794 0.10 -0.18 -0.39
N 1.2458 0.2623 2.2665 0.23 -0.77 0.58
B 0.3716 2.6335 2.1956 0.15 0.06 -0.02
N -0.0995 3.2656 0.8934 0.27 0.48 0.07
C 0.0199 4.4908 0.3813 -0.18 0.26 -0.33
C -0.6411 4.5204 -0.8319 -0.01 -0.22 0.13
C -1.1423 3.2344 -1.0189 0.05 0.20 0.33
C -1.9226 2.6952 -2.1551 0.00 0.02 -0.16
N -0.8158 2.5003 0.0516 -0.26 0.15 0.03
N -0.8409 1.9445 2.8519 -0.02 0.19 0.33
C -1.4348 2.1672 4.0293 -0.29 -0.14 0.23
C -2.2715 1.1048 4.3081 0.10 0.07 -0.10
C -2.1384 0.2357 3.2230 0.10 0.34 0.02
C -2.7562 -1.0983 3.0192 -0.21 0.02 -0.05
N -1.2937 0.7882 2.3524 -0.52 -0.30 0.25
N 1.0319 3.5926 3.1535 -0.17 0.14 0.72
C 1.4602 3.2383 4.3921 0.11 0.09 0.01
C 2.3601 4.1783 4.8165 -0.14 -0.05 -0.12
C 2.4514 5.0898 3.7455 -0.10 -0.28 0.11
C 3.3526 6.2686 3.6407 -0.03 -0.05 -0.06
N 1.6524 4.7193 2.7627 0.26 0.54 -0.47
H 3.6138 -1.8749 3.0309 0.05 -0.09 0.04
H 2.4221 -2.4475 1.8596 0.04 -0.04 -0.05
H 1.8930 -1.9391 3.4611 0.03 -0.03 0.02
H 4.4359 0.4293 1.5735 0.28 -0.07 0.00
H 3.0320 2.7287 1.2301 0.07 0.26 -0.05
H 0.5703 5.2417 0.9132 0.00 0.05 0.07
H -0.7417 5.3515 -1.4975 0.02 0.16 -0.17
H -1.6800 3.2431 -3.0600 0.08 0.02 -0.05
H -2.9889 2.7824 -1.9505 -0.03 -0.06 0.00
H -1.6766 1.6474 -2.3184 -0.10 0.03 -0.17
H -1.2431 3.0543 4.5997 0.14 0.15 0.03
H -2.9035 0.9693 5.1633 -0.03 0.00 0.17
H -2.9357 -1.5707 3.9816 0.08 -0.06 0.07
H -2.1038 -1.7357 2.4263 0.01 -0.14 -0.04
H -3.7126 -1.0085 2.5025 0.05 -0.03 -0.03
H 1.1189 2.3360 4.8578 -0.05 -0.21 0.12
H 2.8832 4.2223 5.7492 0.09 -0.06 0.23
H 3.2918 6.8807 4.5393 0.01 0.10 -0.03
H 3.0901 6.8618 2.7688 0.02 0.10 0.00
H 4.3840 5.9278 3.5342 0.03 0.10 -0.01
N 0.7445 -4.5621 -0.7170 0.25 -0.66 -0.06
C 1.7169 -3.5829 -0.6964 0.40 0.44 0.01
C 3.0519 -3.9965 -0.8139 -0.06 0.04 0.06
C 4.0378 -3.0326 -0.8266 -0.16 0.11 -0.03
C 3.6682 -1.6972 -0.7400 0.02 -0.13 0.02
C 2.3242 -1.3981 -0.6246 0.45 -0.03 -0.07
N 1.3605 -2.3094 -0.5987 -0.14 -0.24 0.06
C -0.6220 -4.4757 -0.6458 -0.46 0.04 0.02
C -1.3626 -5.6176 -0.9981 -0.11 0.14 0.00
C -2.7355 -5.5526 -0.9548 0.06 0.15 0.05
C -3.3384 -4.3682 -0.5410 -0.04 -0.05 0.04
C -2.5200 -3.3122 -0.1844 -0.46 -0.41 -0.03
N -1.1967 -3.3506 -0.2367 0.27 0.15 0.14
H 1.1006 -5.4866 -0.9115 -0.11 0.15 0.02
H 3.2925 -5.0477 -0.9022 0.02 -0.05 0.03
H 5.0791 -3.3017 -0.9171 0.08 -0.08 -0.05
H 4.4060 -0.9136 -0.7765 0.07 0.12 0.01
H 1.9920 -0.3733 -0.5758 0.13 0.15 -0.03
H -0.8575 -6.5180 -1.3103 0.08 -0.12 -0.07
H -3.3348 -6.4038 -1.2470 0.00 -0.05 0.02
H -4.4124 -4.2806 -0.4930 -0.09 0.05 0.02
H -2.9490 -2.3806 0.1612 -0.10 0.10 0.02
O 5.2688 -1.0602 -5.6701 -0.37 0.20 -0.79
C 5.1208 -1.3022 -4.4963 0.35 -0.08 0.15
O 5.7792 -1.6019 -3.5263 0.04 -0.18 0.78
C 3.5381 -1.1964 -4.0946 -0.67 0.16 0.06
C 2.7342 -2.3079 -4.2394 0.23 -0.32 -0.18
C 1.3951 -2.1801 -3.8888 0.59 0.04 -0.07
N 0.9069 -1.0458 -3.4366 -1.19 -0.11 0.19
C 1.6826 -0.0031 -3.3084 0.24 1.25 0.17
C 3.0430 -0.0067 -3.6234 0.32 -0.27 -0.22
C 1.0432 1.2927 -2.7220 0.87 -1.62 -1.18
O 0.7809 2.1786 -3.5039 -0.26 0.89 -0.34
O 0.8977 1.2121 -1.4812 -0.47 0.10 1.30
H 3.1178 -3.2402 -4.6197 0.06 -0.14 -0.03
H 0.7027 -3.0081 -3.9586 0.06 -0.18 -0.10
H 3.6496 0.8719 -3.4792 0.04 0.15 -0.04
C -5.4680 1.2731 -2.4620 0.34 -0.76 0.36
Si -4.7760 -0.3408 -1.7006 0.69 0.21 0.55
C -3.8519 -1.4702 -2.9307 -0.47 0.53 0.53
C -6.0755 -1.2145 -0.5950 0.62 0.44 -0.51
Se -3.2614 0.4840 0.0313 -2.76 -0.32 -0.95
H -6.4185 1.1318 -2.9653 -0.22 -0.16 -0.07
H -4.7753 1.6970 -3.1820 0.19 0.02 -0.08
H -5.6093 1.9973 -1.6633 -0.04 0.07 0.10
H -4.5473 -1.9538 -3.6088 -0.23 -0.08 -0.15
H -3.2957 -2.2488 -2.4182 0.03 -0.04 0.13
H -3.1515 -0.8966 -3.5297 0.12 0.19 -0.05
H -7.0213 -1.3741 -1.1017 -0.18 0.02 -0.18
H -6.2486 -0.5822 0.2735 -0.07 0.09 0.06
H -5.7226 -2.1749 -0.2334 0.18 -0.15 0.02



2.
96
Properties=species:S:1:pos:R:3:forces:R:3 method="wB97M-V/def2-TZVPD" homo_energy_ha="-0.2005 / -0.2017" charge=-1 total_energy_ev=-176538.792 relative_energy_kj_mol=210.68 gap_ev="7.54 / 7.57" mol_weight_g_mol=949.319 multiplicity=4
Cr -1.7826 -1.6917 -1.3277 -0.17 -0.07 0.46
C 2.3287 1.3518 6.5564 0.24 -0.48 -0.78
C 1.9031 0.0231 5.8712 -0.14 0.48 -2.14
C 2.7530 -1.0735 6.4961 0.02 0.41 0.99
O 3.9729 -0.3766 6.6723 0.72 0.46 0.83
C 3.7106 0.9796 7.1193 1.00 0.04 -2.25
H 1.6834 1.5835 7.3543 -0.97 0.18 1.17
H 2.2421 2.2380 5.8787 0.55 -0.89 0.33
H 2.2314 0.1414 4.7771 -0.65 -0.44 1.45
H 0.8205 -0.1388 5.8945 0.21 -0.03 -0.04
H 3.0105 -1.9655 5.9029 -0.48 0.48 -0.04
H 2.3465 -1.4330 7.4931 0.25 0.39 -0.86
H 4.5401 1.5890 6.6689 -0.72 -0.47 0.52
H 3.7657 1.0577 8.1838 -0.05 -0.09 0.83
S -3.1989 0.8849 -4.8967 1.08 -0.61 -1.67
C -2.2584 -0.1460 -3.9166 1.05 0.45 0.27
N -2.6849 -0.3252 -2.7033 0.56 -0.75 -0.56
C -3.9193 0.2501 -2.5483 -0.51 1.15 -1.93
C -4.6454 0.3083 -1.4022 -2.21 -0.47 1.07
C -5.9590 0.8138 -1.4629 2.89 0.21 -1.43
C -6.3848 1.4006 -2.6457 -0.74 0.14 0.56
C -5.6631 1.4912 -3.7993 1.04 -0.85 -0.05
C -4.4019 0.8829 -3.7589 -1.11 0.20 2.39
H -1.2961 -0.4807 -4.2827 -0.05 -0.15 0.26
H -4.2602 -0.1670 -0.5194 0.05 0.12 0.24
H -6.5400 0.9337 -0.6109 -0.96 -0.18 1.43
H -7.3385 1.8532 -2.6031 -1.05 0.41 -0.20
H -6.0743 1.9244 -4.6964 0.09 0.20 -0.07
C 3.5293 -0.0111 0.4407 -0.35 0.56 0.56
C 2.1406 0.5252 0.9163 1.60 2.64 -1.90
C 1.3859 -0.3561 1.7643 -0.25 -2.53 0.61
O 1.3247 1.1570 -0.1525 0.33 -0.23 -0.33
P 1.1553 0.7128 -1.6781 -1.58 -0.46 0.58
S -0.0103 1.9998 -2.5946 0.13 -0.09 0.06
S 0.6297 -1.2878 -1.5454 0.20 0.60 -0.67
O 2.5740 0.6757 -2.3418 1.45 -0.36 -0.22
C 3.4920 1.6375 -2.9345 -0.24 -0.55 -0.62
C 4.7744 0.8907 -3.1200 0.98 -0.48 -0.09
C 3.6025 2.8769 -2.1171 -0.04 -0.23 0.18
H 4.0595 -0.0988 1.3967 0.27 -0.32 -0.28
H 4.0363 0.7420 -0.1471 0.10 0.36 0.09
H 3.6419 -0.9244 -0.1697 -0.84 0.13 0.60
H 2.2876 1.4994 1.4546 0.57 -1.02 -0.01
H 1.3327 -1.3855 1.4373 0.05 -0.31 -0.66
H 0.3896 -0.0603 1.8440 -1.61 0.71 0.33
H 1.8169 -0.4665 2.7394 0.39 0.45 0.70
H 3.1472 1.8502 -3.9264 -0.74 0.26 -0.56
H 5.2416 0.6262 -2.1881 0.22 0.10 0.66
H 5.5297 1.3833 -3.7360 -0.23 0.55 0.12
H 4.6348 -0.0515 -3.6151 -0.53 -0.53 -0.32
H 3.9172 2.5289 -1.1596 0.07 0.20 1.09
H 2.6384 3.3385 -2.0724 -0.55 0.41 0.30
H 4.3336 3.5987 -2.4448 0.30 0.06 -0.52
O -3.6388 -2.4580 -1.0263 -0.24 -0.65 -1.27
H -3.8713 -2.9992 -1.9010 0.58 0.86 1.10
H -3.5139 -3.1042 -0.2640 -0.17 0.01 -0.12
Cl -0.8566 -4.3442 3.1994 0.20 0.63 0.60
C -0.8578 -5.0250 1.5966 -0.41 -0.31 -0.73
Cl -1.5293 -6.6839 1.7798 -0.36 0.37 -0.45
Cl 0.7560 -5.2290 0.9689 0.59 0.28 -0.18
C -1.7175 -4.0462 0.6786 -3.45 0.01 0.97
O -2.9746 -4.1161 0.8389 1.83 -0.77 0.09
O -1.1666 -3.1818 -0.0081 1.74 0.22 -0.72
O -3.6892 -3.5517 -3.4042 1.98 0.30 -0.95
C -2.4450 -3.4584 -3.7154 -1.80 -0.08 2.54
O -1.5738 -2.8677 -2.9879 -0.36 0.00 -0.27
C -1.9054 -4.2043 -4.8583 1.05 -0.75 -1.55
C -0.5068 -4.3216 -5.0254 0.23 0.11 0.35
C 0.0596 -5.0671 -6.0599 -1.13 0.68 -0.29
C -0.8144 -5.6166 -7.0073 0.15 -0.76 0.20
C -2.1921 -5.5945 -6.8326 -0.57 1.14 1.33
C -2.7507 -4.8561 -5.7574 2.58 -0.26 -0.30
H 0.1348 -3.8120 -4.3037 -0.21 -0.18 -0.15
H 1.1344 -5.1491 -6.2017 -0.21 0.07 0.17
H -0.3984 -6.1680 -7.8438 -0.04 0.00 -0.01
H -2.8876 -6.1225 -7.4569 0.09 -0.14 -0.52
H -3.7591 -4.7495 -5.5299 -1.83 -0.18 -0.09
C 2.5929 6.5211 4.3002 -0.67 0.12 0.17
C 1.8650 5.5493 3.4066 -1.73 2.17 1.67
O 2.4510 5.0240 2.5452 0.31 -1.83 -1.97
S 0.0470 5.5160 3.8819 0.68 -0.76 -1.10
C -0.6610 4.1622 2.9027 0.11 0.14 -0.18
C -0.5855 4.1090 1.4948 -0.39 -1.32 2.39
C -0.9571 2.9315 0.8610 -0.02 1.39 0.36
C -1.5137 1.9218 1.5768 -0.93 -3.81 1.20
C -1.6787 1.9592 2.9909 0.69 1.78 -1.71
C -1.2520 3.1028 3.6107 -0.09 0.92 3.20
C -1.8124 0.6418 0.8917 0.49 4.39 2.43
C -1.9354 -0.2645 0.1442 -0.17 -3.39 -2.50
H 3.3034 5.8818 4.7477 1.04 -0.56 0.92
H 1.9785 6.9704 5.0665 -0.18 0.15 0.13
H 3.1546 7.2686 3.7597 -0.11 0.16 -0.42
H -0.2177 4.9351 0.9953 0.85 1.39 -1.15
H -0.8326 2.7873 -0.1763 0.14 0.05 -1.04
H -2.0742 1.1868 3.5822 -0.57 -1.09 0.23
H -1.4143 3.2127 4.7952 0.64 -0.25 -2.81



3.
84
Properties=species:S:1:pos:R:3:forces:R:3 method="wB97M-V/def2-TZVPD" homo_energy_ha="-0.2195 / -0.2194" total_energy_ev=-73084.375 relative_energy_kj_mol=256.62 gap_ev="6.05 / 6.04" mol_weight_g_mol=899.872
Pt -0.5719 0.5781 -0.4192 -0.69 1.60 2.05
I -3.0309 1.9885 -0.3183 0.07 -1.45 -0.43
C -3.8204 0.3930 -1.5441 -0.57 0.91 0.17
C -5.1226 0.5208 -1.9741 0.79 0.33 0.63
C -5.6746 -0.4591 -2.7963 0.11 -0.79 -0.53
C -4.8970 -1.5063 -3.2306 -0.41 0.39 0.10
C -3.5515 -1.6286 -2.8280 0.11 0.16 0.18
C -2.7342 -2.6569 -3.3351 0.36 -0.19 -0.07
C -1.4254 -2.7783 -2.9351 -0.60 -0.41 -0.05
C -0.9093 -1.9176 -1.9673 -0.54 0.22 0.24
C -1.6536 -0.8575 -1.4673 2.35 0.97 -0.68
C -2.9856 -0.6772 -1.9183 0.04 -0.42 -0.06
H -5.7165 1.3694 -1.6770 -0.07 0.11 0.09
H -6.7098 -0.3813 -3.0977 -0.03 0.02 -0.06
H -5.3022 -2.2491 -3.9035 -0.07 -0.07 -0.03
H -3.1534 -3.3550 -4.0465 -0.06 -0.01 -0.10
H -0.7997 -3.5573 -3.3483 0.00 -0.12 -0.06
H 0.1019 -2.0899 -1.6158 0.05 0.24 -0.09
C 4.2030 -0.4932 -0.2418 0.08 0.16 -0.19
C 3.6263 0.6181 0.5749 -0.71 0.56 -0.15
C 4.3563 1.2834 1.5272 0.32 -0.50 -0.28
C 3.7687 2.2681 2.3220 -2.16 0.02 0.00
C 2.3808 2.4189 2.2651 2.70 0.63 0.97
C 1.6288 1.7025 1.3466 -2.34 -1.27 -1.18
N 2.2947 0.9697 0.3604 1.68 0.36 1.55
N 0.2904 1.6271 1.3494 1.46 -0.01 -1.16
Si -0.6011 1.6380 2.8437 -0.75 0.10 0.39
C -1.2809 3.4027 3.1334 0.21 -0.84 -0.02
C -2.0141 0.3618 2.7178 0.43 0.44 -0.05
C 0.4844 1.1575 4.3535 -0.22 0.17 -0.57
H 5.1993 -0.7329 0.1208 0.03 0.02 0.06
H 4.2837 -0.2228 -1.2942 -0.04 -0.05 -0.03
H 3.5773 -1.3860 -0.1710 0.02 0.06 -0.05
H 5.4001 1.0399 1.6560 0.04 -0.11 -0.05
H 4.3543 2.8395 3.0206 0.10 0.11 0.13
H 1.8761 3.0861 2.9418 -0.08 0.16 0.00
H -1.9397 3.7100 2.3278 -0.13 0.04 -0.21
H -0.4796 4.1312 3.2045 0.22 0.13 -0.01
H -1.8465 3.4411 4.0577 -0.18 0.03 0.26
H -2.9808 0.8507 2.6707 -0.22 0.09 -0.01
H -2.0186 -0.3094 3.5706 0.07 -0.09 0.26
H -1.8928 -0.2423 1.8189 0.00 0.02 0.04
H 0.5740 1.9931 5.0389 0.07 0.23 0.16
H 1.4884 0.8735 4.0550 0.16 -0.09 0.00
H 0.0602 0.3292 4.9118 -0.20 -0.15 0.00
C 2.0118 -1.9183 2.6963 -0.07 -0.19 -0.69
S 1.1838 -2.2826 1.0890 -0.27 -0.24 1.30
O 0.0521 -1.3284 1.0245 0.27 -0.66 0.57
C 0.4489 -3.8314 1.6673 0.32 -0.26 -0.13
C -0.8846 -3.8609 2.0459 0.24 0.42 -0.16
C -1.4365 -5.0461 2.4922 0.07 -0.33 0.06
C -0.6626 -6.1988 2.5487 -0.04 0.17 -0.02
C 0.6691 -6.1609 2.1591 -0.07 -0.21 0.07
C 1.2298 -4.9803 1.7116 -0.14 0.27 -0.01
H 1.2454 -1.8195 3.4576 -0.18 -0.05 0.00
H 2.5641 -0.9897 2.5969 0.08 0.15 -0.10
H 2.6852 -2.7381 2.9161 0.17 -0.12 0.13
H -1.4664 -2.9523 1.9831 -0.05 0.09 -0.04
H -2.4716 -5.0760 2.7966 -0.10 0.01 0.00
H -1.0970 -7.1263 2.8906 -0.03 -0.07 0.03
H 1.2649 -7.0605 2.2026 0.07 -0.07 -0.01
H 2.2646 -4.9460 1.4037 0.15 -0.03 -0.07
C 2.6194 1.4456 -3.0975 -0.04 0.14 0.12
C 1.7858 1.9364 -1.9000 -0.05 0.02 0.07
C 2.5350 3.1222 -1.2821 -0.17 -0.16 -0.13
C 1.6304 0.7714 -0.8787 -2.30 -1.81 -1.07
C 0.3968 2.3230 -2.4038 -0.22 0.20 -0.56
C -0.1711 3.5777 -2.1955 0.32 -0.18 -0.11
C -1.3913 3.9171 -2.7574 -0.18 -0.03 -0.20
C -2.0842 3.0060 -3.5373 0.06 0.25 0.06
C -1.5567 1.7409 -3.7323 0.24 -0.13 0.00
C -0.3405 1.3929 -3.1595 0.23 0.59 -0.58
H 3.6576 1.3151 -2.7981 0.15 -0.05 0.02
H 2.5902 2.1766 -3.9029 0.02 0.07 -0.10
H 2.2554 0.4982 -3.4837 -0.08 -0.11 -0.06
H 3.5343 2.8080 -0.9835 0.08 0.04 0.03
H 2.0278 3.5118 -0.4028 -0.04 0.14 0.03
H 2.6406 3.9216 -2.0134 -0.03 0.08 -0.02
H 1.9455 -0.1717 -1.3323 0.23 0.19 0.16
H 0.3384 4.3110 -1.5922 0.12 0.11 0.07
H -1.7995 4.9024 -2.5849 -0.05 0.09 0.03
H -3.0285 3.2800 -3.9856 -0.09 0.01 -0.02
H -2.0964 1.0198 -4.3320 0.01 -0.08 -0.01
H 0.0739 0.4191 -3.3859 -0.05 -0.01 0.17